8
Properties=species:S:1:pos:R:3:mulliken_charge:R:1 method="wB97M-V/def2-TZVPD" total_charge=0 smiles="OC(=S)C(=S)S" relative_energy_kj_mol=6.4 orbital_gap_ev=7.35 lumo_energy_ev=-1.9 total_energy_ev=-36658.8829 mol_weight_g_mol=138.24
C -0.03289 -0.16491 -0.76904 0.39
C 0.16128 0.21414 0.70371 0.32
H 1.66715 0.62930 -1.00666 0.29
H -1.89434 -0.74129 0.97895 0.14
O 0.97563 0.17004 -1.54722 -0.35
S -1.34205 -0.93009 -1.37087 -0.33
S -1.06949 -0.15885 1.85293 -0.10
S 1.53470 0.98165 1.15820 -0.37